# 1
Computed, not measured: a structure of composition AgH10O7 in a non-equilibrium geometry, with ωB97M-V with the def2-TZVPD basis set.

For the HOMO-LUMO gap (spin up / spin down), the calculation gives 4.72 / 4.28 eV. The spin multiplicity is 2. As for the LUMO energy (spin up / spin down): 0.2082 / 0.2093 Eh. As for the total charge: -2. Its expectation value of S² is 0.761. The calculation puts the HOMO energy (spin up / spin down) at 0.9493 / 1.4130 eV.

Each line ends with the Löwdin charge.
Cartesian coordinates (Å):
O: 14.1564 -18.1393 -2.0359  -0.4833
H: 14.3105 -19.2502 -5.5649  -0.2034
H: 16.4789 -21.3859 -5.2131  0.0420
O: 16.8857 -19.4285 -1.1009  -0.1148
O: 14.4658 -20.9809 -2.6839  -0.4318
O: 14.5491 -18.4698 -5.0456  -0.5789
H: 17.7794 -20.6136 -4.9238  0.0417
H: 17.7034 -17.2976 -3.2480  -0.1521
H: 17.1596 -18.5253 -0.8922  0.0339
O: 16.3304 -22.7217 -2.0804  -0.1866
H: 17.2223 -19.9787 -0.3770  0.0409
H: 16.2975 -23.5036 -2.6393  -0.0246
H: 14.1686 -21.2376 -3.5616  -0.0825
O: 16.8692 -20.7299 -4.6240  -0.1099
O: 17.1715 -17.6855 -3.9543  -0.5078
Ag: 15.8397 -19.2666 -3.1819  0.9276
H: 14.6835 -17.9596 -1.2449  -0.1650
H: 15.5756 -22.1182 -2.4286  -0.0454

# 2
Computed, not measured: a structure of composition AlAs2F12 in a non-equilibrium geometry, with ωB97M-V with the def2-TZVPD basis set.

For the HOMO-LUMO gap, the calculation gives 3.50 eV. As for the LUMO energy: -0.4691 Eh. As for the total charge: +1. The calculation puts the HOMO energy at -16.2703 eV.

Each line ends with the Löwdin charge.
Cartesian coordinates (Å):
F: -17.2184 6.2555 -14.4899  -0.2153
F: -18.8604 4.5049 -13.5847  -0.1896
F: -19.2110 7.9698 -14.4599  -0.2187
F: -20.0499 7.5425 -10.1453  -0.2764
F: -19.3999 5.7541 -15.7767  -0.1905
F: -22.5058 8.0634 -9.3245  -0.2214
As: -21.7402 7.1522 -10.7198  1.0000
Al: -18.1470 7.8490 -10.7886  1.2926
F: -21.7322 5.6690 -9.7520  -0.1709
F: -23.4015 6.7754 -11.2770  -0.2029
F: -20.6660 6.0414 -13.5860  -0.0425
F: -21.6243 8.5039 -11.8209  -0.1988
F: -18.5276 6.5662 -12.3054  -0.3017
As: -18.9514 6.2142 -14.0542  1.0394
F: -21.0982 6.1110 -12.0456  -0.1033

# 3
Computed, not measured: a structure of composition AlBH22O9 in a non-equilibrium geometry, with ωB97M-V with the def2-TZVPD basis set.

For the HOMO-LUMO gap, the calculation gives 3.20 eV. As for the LUMO energy: -0.5380 Eh. As for the total charge: +2. The calculation puts the HOMO energy at -17.8383 eV.

Each line ends with the Löwdin charge.
Cartesian coordinates (Å):
H: 1.1857 -1.5211 2.8994  0.0600
H: 0.8979 0.8109 2.8079  0.0640
H: -0.8218 0.2029 0.5030  0.0346
H: -1.3826 -0.9040 1.3635  -0.0362
H: -2.2866 0.5910 -0.7406  -0.0124
H: -1.1792 3.4440 2.6594  0.0684
O: -0.4677 1.2033 -3.2593  -0.0524
H: 2.4457 3.6273 -1.6077  0.0752
O: -1.7425 2.6725 2.7206  0.0043
O: 2.7375 -2.2999 -0.5013  -0.0323
H: -1.7313 2.2967 1.8404  0.0361
O: 0.4212 -2.4935 -2.4745  -0.0635
H: 0.3038 -3.0743 -1.7227  0.0559
H: 0.3401 0.9199 -0.6523  -0.0017
H: -0.1511 -0.6799 -0.8902  -0.0413
H: 0.6935 -1.6948 1.4784  -0.0195
O: 2.2113 2.7496 -1.3063  -0.0687
H: -3.5616 0.0326 -1.3359  0.0710
H: -1.0331 0.6680 -3.8161  0.0709
H: 2.1413 -2.3051 0.2475  0.0047
H: 2.0082 2.8610 -0.3775  0.0575
O: 1.2827 -2.0788 2.1276  0.0395
H: 0.8986 -0.3413 0.4461  -0.0325
H: -0.1115 -2.8857 -3.1663  0.0701
Al: 2.1195 0.0431 -2.4772  1.4458
O: 0.1508 0.5779 3.3592  0.1053
B: 0.0519 0.0343 -0.1073  -0.3362
O: -2.1455 -1.3387 1.7445  0.1365
H: -1.0600 1.8369 -2.8545  0.0627
H: -2.1389 -2.2154 1.3604  0.0917
H: -0.4831 1.2802 3.2137  0.0183
H: 3.4647 -2.8616 -0.2330  0.0823
O: -3.0579 0.8419 -1.2488  0.0418

Energy relative to the best compared isomer or geometry (same formula, charge and spin)
In order: 18.4, 48.3, 53.7
Unit: kcal per mole